[1]
ORCA calculation (wB97M-V/def2-TZVPD) on an isolated molecule of C4H11N2PS2.

```
20
Properties=species:S:1:pos:R:3:forces:R:3:mulliken_charge:R:1
H -2.975 0.345 -2.229 0.416 -0.519 -1.002 0.081
H -4.924 -0.228 -1.133 2.208 0.554 0.312 0.095
C 0.866 -1.528 0.141 2.874 -0.414 -1.631 -0.786
S -4.108 2.419 -0.762 0.287 -0.498 0.131 -0.388
S -2.187 -0.359 0.264 0.005 0.356 -0.027 -0.131
H 1.947 0.003 2.435 -0.571 -0.017 -1.282 0.298
H -0.126 -1.950 0.123 -0.434 0.003 0.831 0.316
P -3.587 0.560 -1.045 -3.166 0.541 0.623 0.249
N 0.154 0.747 -0.448 0.672 -2.460 0.881 0.406
N 1.034 -0.082 0.400 -0.530 -1.508 0.521 -0.210
H 1.228 -1.781 -0.956 -0.323 0.630 2.059 0.222
H 0.316 1.699 -2.189 -0.778 0.379 -1.038 0.406
H 0.904 1.307 1.799 0.279 0.663 0.536 0.382
C 0.981 1.355 -1.448 1.040 1.092 -0.904 -0.949
H 1.342 2.267 -0.991 0.967 0.069 -0.097 0.305
H 1.786 0.756 -2.003 -1.177 0.392 1.567 0.262
H 1.617 -2.021 0.879 -1.623 0.487 -1.323 0.298
C 1.023 0.237 1.836 0.263 1.317 -0.126 -0.939
H 0.196 -0.085 2.444 -0.741 -0.737 -0.051 0.324
C -1.131 0.706 -0.624 0.334 -0.329 0.020 -0.243
```
Forces are in eV/Å.

## Properties
Orbital gap: 8.888 eV
LUMO level: 0.57 eV
Energy: -38261.8206 eV

---

[2]
ORCA calculation (wB97M-V/def2-TZVPD) on the ion C4H11N2S with charge -1.

```
18
Properties=species:S:1:pos:R:3:forces:R:3:mulliken_charge:R:1
C 0.153 0.724 -0.815 -0.158 -0.102 -0.811 -0.897
H -1.298 2.816 2.299 -0.313 0.248 -0.212 0.324
H -1.854 2.255 0.653 0.281 0.412 0.038 0.295
H 1.124 1.218 -0.754 0.063 -0.068 0.443 0.263
H 1.749 -0.514 1.144 0.079 0.496 -0.032 0.335
S 0.216 -0.440 -2.236 -0.151 0.108 0.051 -0.673
H 0.087 0.905 2.411 -0.175 -0.109 0.221 0.230
H 0.434 -1.086 2.149 0.011 -0.049 -0.009 0.416
C -1.494 1.968 1.642 -0.034 -0.782 0.208 -0.940
H -1.219 -0.379 0.406 -0.276 0.036 0.068 0.071
N 0.848 -2.202 0.405 0.332 1.031 0.571 -0.677
C 0.733 -0.899 1.108 -0.118 -1.123 -0.285 -0.974
C -0.254 0.124 0.520 1.184 0.347 0.753 0.580
N -0.267 1.212 1.521 -0.216 0.219 -0.574 -0.351
H -0.062 -2.641 0.429 -0.128 -0.020 -0.390 0.295
H -0.562 1.531 -1.029 0.009 -0.086 -0.064 0.164
H -2.326 1.372 2.058 -0.002 0.071 0.188 0.295
H 1.033 -1.888 -0.557 -0.387 -0.629 -0.164 0.243
```
Forces are in eV/Å.

## Properties
Orbital gap: 6.197 eV
LUMO level: 3.71 eV
Energy: -18142.3602 eV
Total charge: -1

---

[3]
ORCA calculation (wB97M-V/def2-TZVPD) on the ion C4H11N2S with charge -1.

```
18
Properties=species:S:1:pos:R:3:forces:R:3:mulliken_charge:R:1
H -2.290 -0.426 -0.825 0.546 -0.311 0.843 0.165
H -2.554 -0.085 0.880 -0.384 -0.135 0.162 0.248
H 2.507 0.377 -1.141 0.275 0.195 -0.380 0.444
N 0.860 1.685 -1.407 -0.048 -1.556 -1.643 -0.559
H -0.523 -1.793 1.513 -0.880 1.264 -1.759 0.276
H 1.886 -0.519 0.754 -0.172 -0.775 1.171 0.259
C 1.276 0.357 0.564 -0.375 -0.101 -0.155 -0.576
H -0.331 0.407 1.745 -0.654 1.197 4.736 0.236
S -3.066 -2.450 0.275 -0.448 -0.058 0.031 -0.679
H 1.720 1.209 1.098 0.006 -0.056 -0.294 0.431
H -0.139 -1.414 -0.265 -0.691 -0.711 0.472 0.158
H 0.976 -0.344 -1.381 -0.991 -1.792 -1.051 0.344
N -0.168 0.315 0.835 1.293 -2.207 -3.744 -0.429
H 1.405 2.502 -1.461 0.260 0.823 0.452 0.170
C -2.183 -0.862 0.207 -0.639 -0.725 -0.421 -0.675
H -0.067 1.676 -1.053 -0.722 1.042 0.351 0.264
C 1.445 0.458 -0.933 1.381 2.732 1.258 -0.677
C -0.757 -1.094 0.594 2.243 1.174 -0.027 -0.400
```
Forces are in eV/Å.

## Properties
Orbital gap: 5.865 eV
LUMO level: 3.60 eV
Energy: -18141.2679 eV
Total charge: -1